<A>
Here is an isolated molecule of CH3BrO3S from the Open Molecules 2025 dataset. Energies are from wB97M-V/def2-TZVPD.

Results
Frontier orbital gap, eV: 9.76
HOMO energy, eV: -10.34

```
! wB97M-V def2-TZVPD RIJCOSX def2/J DEFGRID3
* xyz 0 1
C 0.21231 -0.49209 0.34132
O 0.55894 -2.94094 3.07448
O -1.08320 0.09870 0.28449
O 0.38940 -0.88002 1.67174
S -0.25112 -2.35397 2.05990
Br 0.53288 -3.65190 0.34330
H -1.11779 1.08243 0.29770
H 0.20267 -1.40152 -0.30878
H 0.98061 0.23328 0.05399
*
```

Löwdin population analysis, charges in e, atoms 1 to 8:
1. C -0.3745
2. O -0.4970
3. O -0.0577
4. O -0.3682
5. S 0.6721
6. Br 0.3560
7. H 0.1112
8. H 0.0199

<B>
Here is a cluster of 2 separate species, CH3BrO3S in total from the Open Molecules 2025 dataset. Energies are from wB97M-V/def2-TZVPD.

Results
Frontier orbital gap (spin up / spin down), eV: 10.04 / 5.67
HOMO energy (spin up / spin down), eV: -11.67 / -9.57

```
! wB97M-V def2-TZVPD RIJCOSX def2/J DEFGRID3
* xyz 0 1
C 0.84081 -0.81569 0.05572
O -0.62965 2.61127 0.76714
O 0.29987 1.46913 -1.27454
O -0.12759 0.09702 0.61746
S -0.45547 1.45614 -0.07610
Br -3.06100 -1.96860 0.22403
H 1.80636 -0.70236 0.46199
H 0.99390 -0.37605 -0.90946
H 0.33277 -1.77085 0.13376
*
```

Löwdin population analysis, charges in e, atoms 1 to 8:
1. C -0.0591
2. O -0.2919
3. O -0.3139
4. O -0.3591
5. S 0.7299
6. Br 0.0658
7. H 0.0825
8. H 0.0588

Most stable structure among those shown: <A>. Next: +2.577 eV.